Entry w
Molecular formula: C7H14S
Method: DFT, the ωB97M-V functional and the def2-TZVPD basis

The value obtained for the HOMO-LUMO gap is 9.51 eV. The value obtained for the HOMO energy is -8.9 eV. The SMILES is C[C@@H](S)[C@@H]1CC[C@@H]1C.

Positions of all 22 atoms, in Å:
C  -1.13  -1.38  1.15
C  -1.32  -0.73  -0.20
S  -2.61  0.53  -0.32
C  -0.07  -0.25  -0.95
C  1.37  -1.05  -0.71
C  1.76  0.10  0.25
C  0.68  0.95  -0.39
C  0.12  2.08  0.51
H  -2.01  -1.92  1.49
H  -0.85  -0.52  1.89
H  -0.42  -2.18  1.25
H  -1.74  -1.59  -0.89
H  -2.82  0.12  -1.72
H  -0.37  -0.01  -2.01
H  1.46  -2.14  -0.34
H  2.06  -1.12  -1.63
H  1.72  -0.15  1.29
H  2.79  0.62  0.06
H  1.07  1.32  -1.34
H  1.19  2.36  1.20
H  -0.27  3.19  0.06
H  -0.61  1.78  1.34

***

Entry x
Molecular formula: C7H14S
Method: DFT, the ωB97M-V functional and the def2-TZVPD basis

The value obtained for the HOMO-LUMO gap (spin up / spin down) is 7.95 / 7.57 eV. The value obtained for the HOMO energy (spin up / spin down) is -8.0 / -7.7 eV.

Positions of all 22 atoms, in Å:
C  -3.85  -0.32  -0.32
C  -0.69  -0.36  1.05
C  -0.36  1.24  -1.22
C  -3.87  -1.24  0.68
C  2.99  1.25  0.76
C  2.75  -0.53  -1.11
C  2.74  0.01  0.30
S  -0.84  -0.36  -0.58
H  -3.68  -0.28  -1.39
H  -3.87  0.63  0.08
H  -1.38  -0.98  1.56
H  0.03  0.26  1.63
H  0.17  1.20  -2.10
H  0.07  1.84  -0.48
H  -3.49  -2.23  0.71
H  3.14  1.30  1.86
H  3.23  2.14  0.05
H  -4.24  -0.86  1.71
H  3.10  0.17  -1.83
H  1.70  -0.75  -1.49
H  3.56  -1.38  -0.93
H  2.79  -0.74  1.07

***

entry w wins, 3.251 eV ahead of the next structure.

***

Entry w
Molecular formula: C4H5FN2
Method: DFT, the ωB97M-V functional and the def2-TZVPD basis

The value obtained for the HOMO-LUMO gap is 8.92 eV. The value obtained for the HOMO energy is -8.0 eV. The SMILES is F/C=C1\CNC=N1.

Positions of all 12 atoms, in Å:
F  -0.49  0.81  2.33
C  0.44  0.90  1.37
C  0.27  0.21  0.23
C  -0.93  -0.69  -0.09
N  -0.64  -0.95  -1.49
C  0.60  -0.44  -1.82
N  1.13  0.29  -0.89
H  1.32  1.49  1.63
H  -1.02  -1.62  0.48
H  -1.86  -0.13  0.04
H  -0.97  -1.81  -1.87
H  1.22  -0.52  -2.70

***

Entry x
Molecular formula: C4H5FN2
Method: DFT, the ωB97M-V functional and the def2-TZVPD basis

The value obtained for the HOMO-LUMO gap (spin up / spin down) is 8.07 / 8.89 eV. The value obtained for the HOMO energy (spin up / spin down) is -8.8 / -8.8 eV.

Positions of all 12 atoms, in Å:
C  0.66  -0.38  0.57
C  1.06  -1.56  -0.06
C  -0.83  0.35  -1.37
C  -0.65  0.22  0.11
N  -0.50  -0.47  -2.29
N  0.14  -2.04  -0.96
F  0.63  -3.08  -1.67
H  1.30  0.35  1.11
H  1.96  -2.20  -0.06
H  -1.39  1.23  -1.69
H  -1.59  -0.28  0.43
H  -0.59  1.29  0.59

***

Entry y
Molecular formula: C4H5FN2
Method: DFT, the ωB97M-V functional and the def2-TZVPD basis

The value obtained for the HOMO-LUMO gap is 10.21 eV. The value obtained for the HOMO energy is -9.3 eV. The SMILES is Cn1nccc1F.

Positions of all 12 atoms, in Å:
C  -1.68  -0.81  0.00
N  -0.35  -0.39  -0.23
N  0.82  -1.20  -0.10
C  1.79  -0.32  -0.10
C  1.42  1.03  -0.03
C  0.07  0.91  -0.11
F  -0.85  1.84  -0.10
H  -2.20  -1.04  -1.02
H  -1.50  -1.60  0.80
H  -2.21  0.08  0.62
H  2.86  -0.47  0.06
H  1.83  1.98  0.20

***

entry w wins, 0.785 eV ahead of the next structure.

***

Entry w
Molecular formula: C4H5NO2
Method: DFT, the ωB97M-V functional and the def2-TZVPD basis

The value obtained for the HOMO-LUMO gap is 10.50 eV. The value obtained for the HOMO energy is -9.6 eV.

Positions of all 12 atoms, in Å:
N  0.44  1.27  1.04
C  0.16  0.24  0.10
C  -1.17  0.10  -0.62
C  -0.66  -1.02  0.20
O  0.31  -1.77  -0.57
C  1.16  -0.68  -0.55
O  2.32  -0.65  -0.82
H  0.40  2.18  0.61
H  1.37  1.14  1.42
H  -1.98  0.67  -0.15
H  -1.22  0.02  -1.70
H  -1.12  -1.50  1.05

***

Entry x
Molecular formula: C4H5NO2
Method: DFT, the ωB97M-V functional and the def2-TZVPD basis

The value obtained for the HOMO-LUMO gap is 9.57 eV. The value obtained for the HOMO energy is -8.7 eV. The SMILES is Cc1ocnc1O.

Positions of all 12 atoms, in Å:
C  -1.78  -0.67  0.08
C  -0.43  -0.08  -0.19
O  0.60  -1.24  -0.48
C  1.73  -0.69  -0.11
N  1.66  0.53  0.26
C  0.38  0.98  0.05
O  0.27  2.32  0.00
H  -1.78  -1.57  -0.52
H  -1.89  -0.95  1.15
H  -2.67  -0.07  -0.18
H  2.71  -1.17  -0.09
H  1.20  2.62  0.02

***

Entry y
Molecular formula: C4H5NO2
Method: DFT, the ωB97M-V functional and the def2-TZVPD basis

The value obtained for the HOMO-LUMO gap is 10.24 eV. The value obtained for the HOMO energy is -9.9 eV. The SMILES is O=C[C@H]1CN1C=O.

Positions of all 12 atoms, in Å:
O  -0.52  1.39  1.16
C  -1.27  0.63  0.60
C  -0.78  -0.57  -0.14
C  0.21  -0.46  -1.26
N  0.65  -0.87  0.05
C  1.40  0.18  0.74
O  2.06  1.01  0.18
H  -2.36  0.78  0.67
H  -1.49  -1.40  -0.20
H  0.63  0.48  -1.60
H  0.09  -1.23  -2.03
H  1.38  0.05  1.83

***

Entry z
Molecular formula: C4H5NO2
Method: DFT, the ωB97M-V functional and the def2-TZVPD basis

The value obtained for the HOMO-LUMO gap is 10.63 eV. The value obtained for the HOMO energy is -9.9 eV.

Positions of all 12 atoms, in Å:
O  1.09  2.37  -0.12
C  0.69  1.24  -0.04
N  1.40  0.04  -0.09
C  0.48  -1.01  -0.60
C  -0.89  -0.61  -0.08
O  -0.84  -0.43  1.32
C  -0.77  0.74  0.46
H  0.89  0.21  0.93
H  0.82  -1.98  -0.23
H  0.47  -1.05  -1.70
H  -1.81  -1.00  -0.51
H  -1.54  1.48  0.65

***

entry x wins, 0.099 eV ahead of the next structure.

***

Entry w
Molecular formula: C4H5NO2
Method: DFT, the ωB97M-V functional and the def2-TZVPD basis

The value obtained for the HOMO-LUMO gap is 10.01 eV. The value obtained for the HOMO energy is -9.7 eV. The SMILES is COC1=N[C@H]1C=O.

Positions of all 12 atoms, in Å:
C  -0.41  -2.21  -0.62
O  0.42  -1.06  -0.83
C  0.07  -0.07  -0.05
N  -0.89  0.26  0.67
C  0.30  1.33  -0.12
C  0.62  2.25  0.99
O  0.09  2.18  2.07
H  -0.18  -2.63  0.36
H  -1.48  -1.96  -0.67
H  -0.14  -2.90  -1.42
H  0.28  1.76  -1.13
H  1.32  3.07  0.75

***

Entry x
Molecular formula: C4H5NO2
Method: DFT, the ωB97M-V functional and the def2-TZVPD basis

The value obtained for the HOMO-LUMO gap is 10.85 eV. The value obtained for the HOMO energy is -10.5 eV. The SMILES is C[C@H]1C=NOC1=O.

Positions of all 12 atoms, in Å:
C  -0.72  -1.20  0.56
C  -0.37  0.16  -0.19
C  0.11  1.30  0.58
N  1.25  1.80  0.29
O  1.83  0.91  -0.72
C  0.91  -0.04  -1.02
O  0.99  -0.78  -1.95
H  -1.09  -1.88  -0.34
H  0.27  -1.77  1.00
H  -1.50  -0.99  1.32
H  -1.26  0.47  -0.73
H  -0.42  2.01  1.19

***

entry x wins, 1.546 eV ahead of the next structure.

***

Entry w
Molecular formula: C4H5NO2
Method: DFT, the ωB97M-V functional and the def2-TZVPD basis

The value obtained for the HOMO-LUMO gap is 8.22 eV. The value obtained for the HOMO energy is -7.6 eV.

Positions of all 12 atoms, in Å:
C  -1.60  -0.66  0.08
C  -0.21  -0.27  0.40
C  0.54  0.87  0.30
O  0.05  2.09  0.09
N  1.92  0.63  0.25
C  1.63  -0.61  -0.05
O  0.76  -1.36  0.61
H  -1.67  -1.28  -0.82
H  -2.07  -1.21  0.90
H  -2.17  0.26  -0.09
H  0.81  2.69  -0.01
H  2.00  -1.12  -0.92

***

Entry x
Molecular formula: C4H5NO2
Method: DFT, the ωB97M-V functional and the def2-TZVPD basis

The value obtained for the HOMO-LUMO gap is 9.59 eV. The value obtained for the HOMO energy is -9.9 eV. The SMILES is O=CC(=O)N1CC1.

Positions of all 12 atoms, in Å:
O  1.67  1.60  0.44
C  1.94  0.43  0.31
C  0.92  -0.71  0.27
O  1.33  -1.82  0.01
N  -0.40  -0.42  0.52
C  -1.43  -0.59  -0.48
C  -1.14  0.75  0.10
H  2.96  0.06  0.14
H  -2.32  -1.15  -0.19
H  -1.08  -0.78  -1.49
H  -0.63  1.49  -0.50
H  -1.81  1.15  0.86

***

entry x wins, 2.007 eV ahead of the next structure.